DFT (ωB97M-V/def2-TZVPD) results for one molecule with the formula C2H8N2.

Frontier orbital gap, eV: 10.09
Highest occupied orbital energy, eV: -9.005
Charge: 0
Energy, eV: -5183.233
ΔE to the lowest compared entry with this formula, charge and spin, kJ/mol: 48.7

XYZ file:
```
12
Properties=species:S:1:pos:R:3:nbo_charge:R:1
C -0.364 0.785 0.296 -0.228
C 0.168 -0.597 -0.168 -0.231
H 0.886 0.649 1.905 0.344
H 1.384 1.816 0.837 0.356
H -0.509 1.322 -0.651 0.205
H -1.364 0.579 0.728 0.174
H -0.046 -1.353 0.644 0.162
H 1.258 -0.451 -0.379 0.181
H 0.018 -1.702 -1.909 0.358
H -1.410 -1.498 -1.141 0.348
N 0.486 1.420 1.248 -0.829
N -0.508 -0.971 -1.410 -0.841
```